C27H72O9 | ωB97M-V/def2-TZVPD

Structure (ORCA input):
```
! RIJCOSX wB97M-V def2-TZVPD def2/J DEFGRID3
* xyz 0 1
C -1.79346 -4.65993 -3.90470
C -2.25787 -3.74861 -2.80697
C -3.62775 -4.10071 -2.28839
O -1.34493 -3.62757 -1.74626
H -1.64110 -5.68571 -3.56907
H -0.81286 -4.25914 -4.16142
H -2.39080 -4.69177 -4.81589
H -2.31787 -2.83806 -3.40312
H -4.18272 -3.22949 -1.94041
H -3.53330 -4.81172 -1.46764
H -4.22388 -4.55084 -3.08219
H -0.77923 -4.40026 -1.81358
C -0.47376 2.06507 7.04408
C -1.36327 1.32014 6.07220
C -2.11965 2.25136 5.10110
O -0.63227 0.34370 5.38858
H -0.16907 1.31331 7.77217
H -1.04411 2.81441 7.59298
H 0.37181 2.61699 6.63359
H -2.12005 0.71502 6.57142
H -2.61740 3.15353 5.45668
H -2.74434 1.65411 4.43691
H -1.39980 2.75558 4.45638
H -0.08516 0.87197 4.80275
C -2.12882 5.40870 -2.82435
C -2.64497 4.00043 -2.97650
C -1.70840 3.00712 -2.37250
O -3.90530 3.99882 -2.41056
H -2.89629 6.10047 -3.17153
H -1.16876 5.55902 -3.31810
H -1.92321 5.74882 -1.80939
H -2.93478 3.63510 -3.96171
H -0.81197 2.90105 -2.98346
H -2.06846 1.98602 -2.49825
H -1.46751 3.30689 -1.35259
H -4.44982 4.66492 -2.83647
C 2.33086 -3.81688 -1.28960
C 2.72401 -5.27209 -0.90923
C 1.89699 -5.68015 0.32355
O 2.70600 -6.10664 -2.05642
H 2.49497 -3.07626 -0.50689
H 1.31392 -3.68569 -1.65937
H 3.00974 -3.47165 -2.06936
H 3.76557 -5.38556 -0.60861
H 1.56466 -4.77042 0.82359
H 2.49019 -6.24834 1.04005
H 0.98333 -6.18434 0.00873
H 2.03526 -6.79212 -2.01383
C 0.70712 -0.21685 -5.27668
C 1.65367 -0.36317 -6.65234
C 2.00878 -1.77180 -6.88373
O 0.87600 0.03298 -7.72853
H -0.36412 -0.36865 -5.40893
H 0.78899 0.82216 -4.95754
H 1.04650 -0.85747 -4.46272
H 2.51092 0.30118 -6.54347
H 2.60237 -2.01427 -6.00228
H 2.71070 -1.86666 -7.71223
H 1.07024 -2.31368 -7.00035
H 0.75671 0.98271 -7.65516
C -3.77077 -1.37498 3.51293
C -3.28234 -2.39135 4.53288
C -1.85725 -2.74508 4.35417
O -3.38733 -1.95637 5.82599
H -3.85707 -1.79873 2.51239
H -3.20483 -0.45126 3.39229
H -4.80536 -1.17816 3.79394
H -3.82989 -3.33334 4.56381
H -1.34184 -1.82148 4.09069
H -1.77311 -3.39028 3.47968
H -1.19598 -3.20695 5.08731
H -2.57034 -1.54671 6.11977
C 3.11411 4.51584 -3.30144
C 1.99229 3.89608 -2.52942
C 1.91593 2.39747 -2.49953
O 1.79920 4.47671 -1.28997
H 4.01442 3.97840 -3.00363
H 3.24637 5.54451 -2.96615
H 2.98952 4.55968 -4.38341
H 1.11265 4.27908 -3.04677
H 0.99499 2.13582 -1.97846
H 2.65919 1.94014 -1.84646
H 1.84628 2.01160 -3.51656
H 1.69453 5.42184 -1.42179
C 2.92784 3.38054 4.99406
C 2.69975 2.04196 4.25344
C 3.11239 0.79625 5.06900
O 1.37581 1.85659 3.80351
H 2.34010 3.35547 5.91168
H 2.65676 4.29210 4.46145
H 3.95503 3.49049 5.34177
H 3.38641 2.16685 3.41618
H 2.70379 -0.11097 4.62392
H 2.68306 0.90958 6.06446
H 4.19822 0.73898 5.14515
H 1.43390 1.28880 3.03161
C 0.58823 -0.52291 -0.49299
C 0.06976 0.67403 0.34647
C -0.65699 0.13473 1.60915
O 1.21944 1.37640 0.80899
H 1.54032 -0.87750 -0.09815
H 0.74493 -0.28481 -1.54506
H -0.13231 -1.33897 -0.54757
H -0.63964 1.31757 -0.17384
H -0.09263 -0.66748 2.08462
H -1.60366 -0.36901 1.41382
H -0.82060 0.97812 2.27999
H 1.53467 1.94596 0.10342
*
```

Properties
* lowest unoccupied orbital energy: 0.317 eV
* orbital gap: 10.01 eV
* SMILES: CC(C)O.CC(C)O.CC(C)O.CC(C)O.CC(C)O.CC(C)O.CC(C)O.CC(C)O.CC(C)O
* relative energy (zero: lowest compared OMol25 entry of this formula, charge and spin): 423.9 kJ/mol
* E: -1748.9267 Eh